Below is the molecule C5H4O, with properties calculated with ωB97M-V with the def2-TZVPD basis set.

Cartesian coordinates (Å):
C1 -1.81166 0.94939 0.02254
C2 -2.01500 -0.32577 -0.14721
C3 -0.36759 0.97870 0.17952
C4 0.69876 0.30297 -0.09292
C5 1.72228 -0.70018 0.01638
O1 1.95210 0.75952 -0.00663
H1 -2.46443 1.72283 0.06801
H2 -1.44505 -1.21310 -0.15080
H3 1.82871 -1.12586 0.98236
H4 1.90187 -1.34850 -0.87126

Summary:
Frontier orbital gap (spin up / spin down) ... 8.3 / 8.3 eV
E ... -7289.3693 eV
Relative energy (zero: lowest compared OMol25 entry of this formula, charge and spin) ... 146.2 kcal per mole
2S+1 ... 1